No. 1
Here is a structure of composition C6H9Cl2EuMnO6P at a distorted geometry from OMol25. Energies are from ωB97M-V/def2-TZVPD.

Net charge: +4
Spin multiplicity: 11
HOMO-LUMO gap (alpha / beta), Ha: 0.2225 / 0.1839

Element x y z (Å)
C 0.3075 -3.2088 -2.1659
H 1.3491 -3.2966 -1.8844
O -1.0092 -2.9801 1.7126
H 2.5929 -3.9018 0.4073
O -0.2480 -2.0449 -1.5025
C 1.4792 0.5126 0.9706
H -1.7540 -2.1786 3.4279
H -0.2770 -4.0819 -1.8897
Cl -3.4483 -0.0642 -6.7531
C -3.8412 4.5361 -6.1198
H 0.2005 -2.9964 -3.2260
O -4.5780 2.8992 -9.4935
O 2.4047 0.8703 1.6102
C 1.6089 -3.8798 0.8456
P -0.3989 -2.2891 0.2937
C -4.2811 2.7459 -8.3904
H 0.9500 -4.5420 0.2948
H -2.2968 -1.3801 1.9122
O -3.8943 5.6756 -5.9562
Cl -1.4486 1.3700 1.1883
H 1.6416 -4.1685 1.8943
Mn -0.0760 0.0885 0.0243
C -1.4547 -1.7872 2.4648
H -0.6859 -1.0151 2.5797
O 1.2219 -2.4950 0.6436
Eu -3.6015 2.2234 -6.0747

Results of the Mulliken charge analysis, in e, for atoms 1 through 4: number 1, C, carries -0.6859; number 2, H, carries 0.3848; number 3, O, carries -0.2102; number 4, H, carries 0.3128

=====

No. 2
Here is a structure of composition C42H50BrN9O2PSr at a distorted geometry from OMol25. Energies are from ωB97M-V/def2-TZVPD.

ΔE to the lowest compared entry with this formula, charge and spin, eV: 0.687
Net charge: +1
Spin multiplicity: 1
HOMO-LUMO gap, Ha: 0.2057

Element x y z (Å)
C 2.2931 -2.1934 -4.2396
H -3.7922 1.4408 3.3635
C 0.1911 -3.9446 -1.0123
Br 3.0218 -0.6003 6.6160
C -0.2420 -3.1551 2.6486
H -1.0246 -3.7074 2.1288
C 2.8230 -2.0982 -1.5577
N 2.2402 2.6439 -2.5787
O -2.1605 -0.8388 -7.1000
N 1.5778 1.6864 -2.0849
C 1.9762 5.7528 -0.8100
H 3.0657 5.6876 -4.0963
C 1.6455 -1.3323 -3.3648
H 0.7616 -3.8870 -0.0944
H 2.4531 5.7063 0.1671
C -4.4358 -1.4072 3.6901
C 3.3629 -1.9906 4.1451
C 2.0385 -0.0867 2.6276
H -2.7582 1.7121 1.9575
Sr 0.1247 -0.6220 -0.5137
C -0.8521 2.5603 0.3730
H 1.7411 6.5971 -3.3796
N -1.0209 1.5890 -0.5149
H -2.5547 2.6818 3.4176
H -2.0322 -2.2373 5.4467
H -0.8939 -3.5386 5.2080
H -1.9716 -3.9928 -4.1169
C 3.2131 -2.1832 2.7869
H -0.8693 -6.0773 -3.3836
H 3.5701 -3.1043 2.3517
H 0.9099 -0.6315 -3.7246
C -1.3217 -3.9852 -3.2566
C -2.0247 3.1785 -1.9777
H 1.2216 4.9689 -0.8730
H 0.3680 -3.8673 3.2024
C 3.2699 -3.0355 -3.7205
C -2.7832 1.6847 3.0462
H -4.7610 -0.3764 3.7969
H 0.6049 -6.0221 -1.3800
C -1.7790 -1.3222 -4.4212
H 1.8196 1.0050 4.4542
P -1.7886 -0.8855 2.5194
O -2.4374 1.3755 -6.7217
H -0.7668 1.0657 3.3845
C -0.8628 -2.1314 3.5960
C -1.7745 0.6735 3.5894
H -2.8395 0.0721 5.3958
C -1.5919 1.8784 -1.6878
C 2.7264 2.4622 -0.4970
N -1.4525 -0.4516 -2.2298
H -4.5480 -0.0141 1.3466
H 4.4278 4.1725 -2.6828
H -5.3294 -2.0194 3.5727
H -0.0551 -1.5411 4.0461
C -4.2675 -1.0569 1.2218
H 3.7190 6.4397 -1.8559
H -1.0689 4.6226 0.9183
H 4.4798 4.3836 -0.9136
H 1.4685 6.7093 -0.8941
H -5.1788 -1.6306 1.0615
C 2.8659 -0.8403 4.7391
H 3.1758 2.6368 0.4591
N 1.8693 -1.3047 -2.0685
C 3.5631 -2.9692 -2.3725
H -3.9460 -1.7164 4.6062
N 1.8464 1.5342 -0.7927
C 3.8235 4.3208 -1.7851
C -2.0474 -0.0489 -4.8881
H -1.8727 1.5188 5.5563
C -2.2559 0.1974 -6.4613
H -1.7542 -2.1286 -5.1382
C 3.0701 -2.0211 -0.1426
H -1.0765 -0.0472 5.5216
C 2.5456 -1.2331 2.0008
H -2.3803 -3.5253 4.2758
H -3.6409 -1.1448 0.3336
N 2.3024 -1.3482 0.6453
C -1.8368 4.1857 -1.0483
C 3.0013 5.6176 -1.9344
H 3.7918 -3.7265 -4.3629
H 4.3313 -3.5982 -1.9463
H -2.1465 5.1980 -1.2598
C -1.8999 0.5279 5.1042
N 2.9847 3.1685 -1.6137
H -2.2214 1.9979 -4.4241
H 2.0430 -2.2054 -5.2881
C 0.0864 -5.1354 -1.7091
C 2.3255 5.6845 -3.3003
N -0.3692 -2.8154 -1.4144
H 0.3875 -2.6464 1.9207
H -0.3811 2.2680 1.3023
C -1.0743 -2.8035 -2.5481
C -1.6037 -2.8902 4.6948
H 3.8560 -2.7356 4.7491
C -1.2339 3.8727 0.1610
C -2.0224 1.0216 -4.0094
H -2.5114 3.4016 -2.9122
C 2.2070 0.1178 3.9788
C -3.5432 -1.5811 2.4621
C -0.7192 -5.1573 -2.8390
C -1.7100 0.7825 -2.6710
H 1.6633 4.8346 -3.4501
H 1.5213 0.6390 2.0090
C -1.4878 -1.4880 -3.0665
H 3.9601 -2.5424 0.2212
H -3.3626 -2.6548 2.3097

Results of the Mulliken charge analysis, in e, for atoms 1 through 4: number 1, C, carries -1.1003; number 2, H, carries 0.2719; number 3, C, carries -0.4868; number 4, Br, carries -0.1324

=====

No. 3
Here is a cluster of 4 separate species, H8O4 in total from OMol25. Energies are from ωB97M-V/def2-TZVPD.

ΔE to the lowest compared entry with this formula, charge and spin, eV: 0.656
Net charge: 0
Spin multiplicity: 1
HOMO-LUMO gap, Ha: 0.4243
Structure (SMILES): O.O.O.O

Element x y z (Å)
H -1.2062 0.6448 -2.1772
O 1.1954 1.1547 1.3321
H 0.7398 0.5257 0.7726
H 0.5488 -2.4528 2.2575
O 0.0903 -1.8122 1.7138
H 0.9659 -0.6740 -1.4602
H 1.1672 1.9763 0.8418
H -0.3676 -1.2506 2.3392
H 0.1080 -1.1013 -0.2884
H -1.8801 1.9557 -1.8317
O -1.5839 1.4295 -2.5744
O 0.2226 -0.3959 -0.9251

Results of the Mulliken charge analysis, in e, for atoms 1 through 4: number 1, H, carries 0.3457; number 2, O, carries -0.6497; number 3, H, carries 0.3753; number 4, H, carries 0.3051

=====

No. 4
Here is a structure of composition C29H23BrClF3N10O5STc from OMol25. Energies are from ωB97M-V/def2-TZVPD.

ΔE to the lowest compared entry with this formula, charge and spin, eV: 0.662
Net charge: 0
Spin multiplicity: 4
HOMO-LUMO gap (alpha / beta), Ha: 0.3018 / 0.2459

Element x y z (Å)
H 4.2743 2.3022 0.8985
N -1.2830 3.3731 -1.6741
Br -3.7767 1.6671 -1.0166
C -4.2354 -2.2967 -0.6419
H 6.9143 3.0876 3.4884
C -2.5527 -1.7806 -5.0232
H 1.5324 1.8976 -4.3866
H 4.3310 -2.1177 4.1903
O -1.6835 -0.7569 -0.9838
C -1.7250 -2.5143 -2.9118
C 1.2634 0.3615 -3.0852
O 3.2930 2.0328 2.7209
H -3.2988 4.7337 4.0096
C -5.3726 -2.8996 -0.1299
N -1.6242 1.9231 0.7868
N -0.0892 3.6929 -3.4632
C -2.9299 -4.2127 0.0524
C -4.0767 -4.8116 0.5570
H -0.0422 2.2211 2.0777
H -0.6773 -4.3892 -2.8641
H 2.7296 -0.4106 3.3370
C 0.2020 2.5148 -2.9675
C -0.1543 -0.4938 1.3091
O -3.8116 4.4061 3.2626
H -6.1855 -4.6133 0.8762
N 1.6804 -1.7105 -3.0604
C -3.6505 3.0795 1.3487
C -3.0640 3.6119 2.4870
H 5.2789 3.5608 3.0105
H 6.3885 2.8602 1.8257
N 1.7830 -0.5961 -3.8172
F 0.3739 -1.7190 1.0967
C 3.2774 2.3521 1.3366
C -1.4160 -3.8987 -4.8293
F -1.4054 -0.7280 1.8234
O 1.1914 1.8729 0.2955
H -1.0304 -4.7992 -5.2888
N 1.1304 1.6582 -3.4964
C 6.0080 -0.7891 4.0364
C 4.2245 1.0902 3.1075
C 2.3791 1.3604 0.6079
H -3.0549 -1.0368 -5.6289
S -1.4925 -2.2844 -1.1589
F 0.5500 0.0357 2.3434
H 2.8787 3.3595 1.2474
O 2.7335 0.2274 0.3895
C -2.9061 2.2582 0.5349
H 7.5025 0.7234 3.8084
N -1.0235 4.1943 -2.6213
N 0.8633 -0.1206 -1.8947
Tc -0.2758 0.7291 -0.4575
C -2.3732 -1.5508 -3.6671
C -2.0834 -2.9549 -5.5987
H -2.2254 -3.1288 -6.6579
H -4.2855 -1.3163 -1.0933
H -4.6706 3.3259 1.0947
Cl 7.1450 -1.9635 4.6329
C -1.0721 2.4721 1.8918
H -4.0140 -5.7862 1.0239
C -1.2244 -3.6776 -3.4742
H -2.7127 -0.6324 -3.2025
C 5.5679 1.4375 3.2214
C 6.4541 0.4745 3.6942
H -1.2237 3.6936 3.6216
C 3.7802 -0.1747 3.4532
C -5.2942 -4.1520 0.4690
C -3.0270 -2.9655 -0.5476
C -1.7383 3.2992 2.7547
C 4.6703 -1.1261 3.9214
C 6.0612 2.8167 2.8670
H -6.3246 -2.3889 -0.2037
H -1.9666 -4.7064 0.1314
N 1.1296 -1.4567 -1.9314
N -0.5185 2.2530 -1.8661

Results of the Mulliken charge analysis, in e, for atoms 1 through 4: number 1, H, carries 0.3472; number 2, N, carries -0.5110; number 3, Br, carries -0.0294; number 4, C, carries -0.0471

=====

No. 5
Here is a cluster of 2 separate species, H6N4 in total at a distorted geometry from OMol25. Energies are from ωB97M-V/def2-TZVPD.

ΔE to the lowest compared entry with this formula, charge and spin, eV: 2.923
Net charge: 0
Spin multiplicity: 1
HOMO-LUMO gap, Ha: 0.3072

Element x y z (Å)
N -0.8121 0.3462 -0.2604
N 0.6906 -1.0693 -0.8992
N 0.3968 0.2513 -0.5920
H 1.0172 -0.1242 2.5166
H -0.0545 -1.6932 -0.7479
H -0.9181 2.3551 -0.2765
H 1.6639 -1.2747 -1.0645
H 1.0249 0.2211 1.8420
H -1.5688 -0.4491 -0.3526
N -1.4398 1.4368 -0.1656

Results of the Mulliken charge analysis, in e, for atoms 1 through 4: number 1, N, carries 0.7437; number 2, N, carries -0.2953; number 3, N, carries -0.4283; number 4, H, carries 0.1731

=====

No. 6
Here is a structure of composition C31H55As3Cl2N7OV at a distorted geometry from OMol25. Energies are from ωB97M-V/def2-TZVPD.

ΔE to the lowest compared entry with this formula, charge and spin, eV: 0.000
Net charge: +3
Spin multiplicity: 4
HOMO-LUMO gap (alpha / beta), Ha: 0.2490 / 0.2400

Element x y z (Å)
H -0.6605 -4.4001 -0.4038
C 0.4936 -3.4174 -3.9523
H -4.9332 5.3427 -2.0173
H -0.7199 4.8697 -1.3923
H 0.5925 -3.4842 2.4526
Cl -2.1068 -4.0989 2.5327
C -3.0840 3.2661 -2.9488
H 3.3653 -0.5202 -2.8292
C 3.7639 -2.5333 2.1328
N -1.8134 1.7904 1.5557
H -4.3547 6.3771 -4.9428
H -4.1378 6.9182 -2.1746
H -1.0518 -5.9869 -2.3132
C 3.5676 -1.2169 1.7473
O 1.8475 -0.2384 -1.4307
C 5.0402 -3.0756 2.2753
H 2.2121 2.9317 -0.5894
V -0.8729 0.4767 0.2185
H -0.3215 3.4298 -3.5247
H -1.7555 3.4635 -5.4102
C -0.9091 2.5084 2.2596
H -1.3570 -4.3735 -4.0361
C -2.3517 -2.3884 2.7848
H 5.1680 -4.1064 2.5855
H -4.6038 3.3039 2.6371
H -3.5820 0.6857 -3.8953
As -0.1680 2.4157 -1.2969
C 2.1893 -0.7117 1.6815
H -3.0395 -2.0197 -2.9156
C -3.6249 -1.5962 -2.1022
H 0.6491 -5.4976 -2.2011
C 6.1288 -2.2723 2.0256
H -3.6519 -2.2829 -1.2602
Cl -2.3157 -1.4854 1.2086
H -0.9430 -2.0062 -3.2252
C -3.5439 3.1138 2.5369
H 7.1261 -2.6776 2.1375
C -2.1321 2.2639 -3.6272
H -2.9987 3.2038 -1.8605
N 0.0423 -2.8020 -1.5707
H -1.8071 -3.7692 -1.5660
C 1.6928 2.9022 -1.5472
C -4.6275 0.9352 -1.1460
H -4.1205 3.0248 -3.2010
H -0.0369 1.7040 -3.6456
H 0.4216 -3.0865 -4.9870
C 5.9564 -0.9343 1.6398
H -3.6252 5.0232 -5.8056
H -3.8075 1.4459 1.2033
H -4.5441 1.9676 -0.8228
C 0.4785 1.9952 2.1692
H -0.1223 -5.3650 -4.4468
H -5.2472 0.8923 -2.0400
H 1.2815 2.3801 2.7904
H -3.3392 -2.2241 3.1952
H -1.5675 -1.9851 3.4130
H -1.5388 1.7358 -5.6624
H -0.0643 4.4315 0.1925
C -3.1059 2.0766 1.7264
N 1.1268 -1.5669 1.8989
C -2.6170 0.8199 -3.4014
C -0.3665 -5.1436 -2.3719
H -5.0949 0.3356 -0.3648
C 0.0620 -2.3494 -2.9606
H 1.7083 3.8967 -1.9890
C -2.1509 2.4811 -5.1482
H 6.8221 -0.3105 1.4640
C -0.7523 -4.0205 -1.4215
H 2.7329 -4.2499 2.7273
H -4.6402 -1.4350 -2.4593
H 2.8740 -1.9756 -1.9397
C -1.2596 3.5580 3.0717
C 3.0506 -0.8994 -1.8569
As -2.9065 0.1403 -1.5929
C -3.9705 5.8555 -2.0048
H 4.5450 0.6248 1.2378
N 2.0360 0.5528 1.4447
C 1.4051 -2.7937 2.2509
H 0.9829 -2.9226 -1.2135
H 3.8581 -0.7497 -1.1414
H -4.9695 4.7371 -4.6699
N 0.6833 0.9760 1.4302
H 2.1836 2.1968 -2.2105
C -4.0736 5.3274 -4.8627
C -0.6763 2.4580 -3.1771
C -0.7588 4.1330 -0.5920
N 2.6260 -3.3057 2.3863
H -1.7658 4.0908 -0.1820
N -0.3967 -4.6286 -3.7937
As -2.7895 5.1737 -3.4053
H -3.5029 5.7384 -1.0264
H 2.0925 0.3159 -0.6756
H 0.7238 -1.4932 -3.0587
H -1.9162 0.1231 -3.8720
H -3.1683 2.4122 -5.5390
H -2.9178 4.7020 3.8358
C 4.6910 -0.4127 1.5079
H -0.4939 4.1104 3.6016
H 1.5085 -3.7633 -3.7601
C -2.6086 3.8799 3.2032

Results of the Mulliken charge analysis, in e, for atoms 1 through 4: number 1, H, carries 0.3694; number 2, C, carries -1.1901; number 3, H, carries 0.3669; number 4, H, carries 0.5197